69
Properties=species:S:1:pos:R:3 method="wB97M-V/def2-TZVPD" lumo_energy_ev="-2.573 / -2.667" e_above_lowest_ev=6.040 spin_multiplicity=8 max_force_ev_per_a=3.34 energy_ha=-2441.69162 charge=+1
Gd -1.67325 0.03976 -1.52035
C -2.88513 0.66343 0.60096
C -2.39678 1.86854 -0.01414
C -3.98445 0.93571 -1.43182
C -3.88753 0.11161 -0.25927
C -3.09091 2.03767 -1.26376
C -2.67342 0.27372 2.01516
H -1.88554 -0.48267 2.10906
H -3.59979 -0.14666 2.42967
H -2.41131 1.15346 2.61893
C -4.80849 -0.99905 0.09273
H -4.96654 -1.01105 1.18165
H -4.40398 -1.97506 -0.21761
H -5.77972 -0.84707 -0.40617
C -4.95858 0.73898 -2.53717
H -5.91163 0.38985 -2.11763
H -4.61293 -0.00922 -3.26736
H -5.12194 1.68019 -3.07399
C -2.97833 3.19322 -2.19017
H -3.97454 3.46934 -2.56571
H -2.31964 2.95041 -3.04100
H -2.56345 4.07567 -1.68597
C -1.49656 2.87438 0.60402
H -1.80582 3.88899 0.30900
H -0.45048 2.70151 0.29711
H -1.55918 2.82342 1.69856
C 0.33231 -2.07310 2.60423
C 0.25768 -0.93121 3.30783
C 0.93838 0.35248 2.96340
C 2.42002 0.23951 2.50215
C 2.66067 0.25200 0.96937
C 1.37631 0.17158 0.11824
C 0.31381 -0.97741 0.28152
C 0.65268 -2.19511 1.15227
H 0.95590 0.98545 3.86828
H 2.90237 -0.63939 2.95779
H 0.34032 0.93411 2.24603
H 1.71070 -2.39649 0.98778
H 0.15191 -3.03385 3.10932
H -0.32877 -0.87741 4.23057
H 0.13527 -3.08260 0.74477
H -0.65627 -0.53724 0.63031
H 0.84497 1.14828 0.16799
H 0.13064 -1.45272 -0.71472
H 2.93982 1.13390 2.89966
H 3.07504 1.26501 0.73720
P 3.82619 -0.97994 0.22832
C 3.85483 -2.50680 1.20832
C 5.46510 -0.21295 0.34232
P 1.83852 0.06201 -1.70206
C 3.17287 -1.20608 -1.44073
C 2.80188 1.48340 -2.24419
C 0.97315 -0.65491 -3.10778
H 3.34305 -3.31808 0.65884
H 3.37601 -2.33393 2.19683
H 4.88350 -2.84456 1.40310
H 6.24637 -0.91819 0.03214
H 5.67643 0.06153 1.38944
H 5.55257 0.69232 -0.27585
H 1.76571 -1.09774 -3.73565
H 0.47686 0.13941 -3.69059
H 0.25997 -1.45971 -2.84297
H 2.77897 -2.23526 -1.55151
H 3.96335 -1.07768 -2.20326
H 2.19482 2.06476 -2.95765
H 3.72459 1.14652 -2.75127
H 3.09423 2.13755 -1.41027
N -2.14911 -3.37876 -0.67307
C -2.07372 -2.24783 -1.00117